ORCA calculation (ωB97M-V with the def2-TZVPD basis set) on a cluster of 18 separate species, C92H212N8O18 in total in a non-equilibrium geometry.

As for the HOMO-LUMO gap: 7.574 eV. The relative energy (zero: lowest compared OMol25 entry of this formula, charge and spin) is 1.9 kcal per mole. The lowest unoccupied orbital energy is 0.27 eV. Its total energy is -5424.303163 Eh.

Each line ends with the Mulliken charge.
Element x y z (Å)
C 23.45381 0.15905 -6.42680  -1.5908
C 22.38339 0.99110 -7.16455  0.3310
O 22.84009 1.26087 -8.45040  0.7051
H 23.71501 -0.65700 -7.10054  0.3895
H 23.11615 -0.00609 -5.40366  0.4728
H 24.39647 0.68537 -6.27684  0.2246
H 22.14233 1.93284 -6.67147  0.1566
H 21.45000 0.45270 -7.32892  -0.2881
H 22.47913 0.55307 -8.98921  -0.4248
C 17.32540 6.03803 -7.01040  -0.9465
C 17.21680 7.05567 -8.10738  0.1492
O 16.21503 6.74403 -9.00622  -0.5456
H 17.40642 4.98511 -7.28038  0.0580
H 16.62993 6.08939 -6.17268  0.3975
H 18.29596 6.11712 -6.52064  0.3103
H 18.14842 7.07747 -8.67281  -0.0632
H 17.02580 8.04296 -7.68683  0.4329
H 16.11115 7.52161 -9.55955  0.2398
C 15.30886 -0.84104 -11.59840  -0.9455
C 14.59945 -0.20118 -12.76750  0.4604
O 14.30043 1.17238 -12.46727  -0.4586
H 15.37592 -1.91394 -11.77868  0.3944
H 14.70262 -0.65175 -10.71254  0.6037
H 16.33779 -0.49693 -11.49358  -0.1762
H 13.65490 -0.70412 -12.97480  0.3543
H 15.28434 -0.27467 -13.61226  -0.5091
H 13.72010 1.27097 -11.70892  0.2889
C 14.74055 1.50817 -5.09016  -1.1449
C 16.16051 1.85669 -5.47834  0.2075
O 16.23193 3.25142 -5.77747  -0.4163
H 14.50336 2.22411 -4.30322  0.2792
H 14.52446 0.47020 -4.83713  0.3842
H 14.15817 1.83897 -5.95010  0.2976
H 16.48645 1.20836 -6.29169  -0.0929
H 16.76454 1.61868 -4.60279  0.3200
H 15.84782 3.35638 -6.65100  0.2091
C 16.35690 2.03811 -9.28937  -0.1741
C 15.80330 3.38026 -9.65210  0.3155
O 15.32424 4.07132 -8.45002  -0.6432
H 16.93743 1.55421 -10.07481  -0.3897
H 15.53758 1.39766 -8.96281  0.6344
H 17.07355 2.10084 -8.47048  0.0085
H 14.88345 3.41234 -10.23601  0.2686
H 16.57789 3.87814 -10.23538  -0.2720
H 15.37811 5.01179 -8.63498  0.2230
C 25.32725 3.57539 -16.98910  -1.2559
C 25.29312 2.35021 -16.09678  2.1239
O 25.96811 1.31237 -16.67075  -0.6259
H 26.32858 3.68633 -17.40519  0.3923
H 25.03298 4.44071 -16.39520  0.1017
H 24.65370 3.55281 -17.84579  0.4037
H 24.31627 1.95614 -15.81648  -0.4565
H 25.72549 2.57996 -15.12294  -1.0551
H 25.35268 0.70881 -17.09332  0.3959
C 28.02432 1.41131 -9.26837  -0.8896
C 26.65516 0.72929 -9.18643  0.5182
O 25.83808 1.41122 -8.27549  -0.0811
H 28.59142 1.29230 -8.34516  0.4039
H 27.81268 2.47145 -9.40773  -0.1325
H 28.63188 0.92021 -10.02850  0.2171
H 26.66021 -0.33569 -8.95429  0.4490
H 26.24348 0.81926 -10.19168  -0.2760
H 24.90830 1.37237 -8.51129  -0.0665
C 25.54584 4.59156 -6.36628  -0.4208
C 26.86721 4.86127 -7.07540  0.0327
O 27.60539 3.61707 -7.16679  -0.5635
H 24.98345 3.95987 -7.05387  -0.0129
H 24.98558 5.50595 -6.17107  0.2837
H 25.71796 4.03150 -5.44715  0.2169
H 27.49519 5.67787 -6.71917  0.4594
H 26.61774 5.16560 -8.09189  -0.2052
H 27.01946 3.01577 -7.63233  0.1028
C 22.84047 -2.38590 -13.60452  -0.4536
C 23.84996 -2.13750 -14.62705  -0.2036
O 25.13303 -2.43611 -14.11210  -0.5159
H 23.02899 -1.79973 -12.70510  -0.1036
H 22.88014 -3.43779 -13.32158  0.5308
H 21.83556 -2.20401 -13.98554  -0.0953
H 23.62292 -1.13861 -14.99958  -0.0350
H 23.67200 -2.83576 -15.44489  0.4952
H 25.71491 -2.48836 -14.87386  0.3044
C 27.89051 -0.87168 -12.52796  -1.3181
C 27.52794 0.28472 -13.55237  1.2905
O 28.69489 0.50954 -14.35798  -0.5839
H 28.31286 -1.74417 -13.02644  0.3960
H 27.00034 -1.16176 -11.96978  0.1984
H 28.69872 -0.54134 -11.87546  0.3095
H 27.25803 1.26017 -13.14773  -0.7669
H 26.77358 -0.01148 -14.28127  0.1698
H 28.63551 0.04232 -15.19451  0.3144
C 27.71745 5.63749 -10.96624  -1.1363
C 27.24530 5.01882 -12.28086  1.5696
C 26.41765 6.02339 -13.10618  1.1179
C 27.29447 6.85599 -14.07760  -1.2740
C 28.05280 5.90297 -14.90003  -0.8828
C 29.09544 5.02273 -14.12495  1.6007
N 28.42986 4.39296 -12.97295  1.2266
O 29.13365 3.39918 -12.25426  -0.5601
C 29.59288 3.95248 -15.09946  -1.9714
C 30.28998 5.89751 -13.71036  -2.0696
C 26.26545 3.81245 -11.94347  0.1123
H 26.87763 6.04718 -10.40501  -0.3056
H 28.44972 6.41082 -11.19829  0.4292
H 28.28396 4.95357 -10.33425  0.1987
H 25.59933 5.51382 -13.61490  -0.1421
H 25.95443 6.76465 -12.45498  -1.3191
H 27.87018 7.56952 -13.48809  0.4396
H 26.63850 7.54301 -14.61219  0.5280
H 28.59127 6.48082 -15.65119  0.6791
H 27.35972 5.20277 -15.36635  -0.1888
H 28.80961 3.29937 -15.48422  0.1224
H 30.09746 4.45271 -15.92606  0.4477
H 30.30105 3.24075 -14.67516  0.5106
H 31.01336 5.38114 -13.07934  0.3606
H 30.93368 6.13786 -14.55652  0.4762
H 29.98827 6.80062 -13.17982  0.3110
H 26.81129 2.95395 -11.55216  0.1012
H 25.78862 3.46808 -12.86116  -0.6944
H 25.50079 4.18223 -11.26034  0.1287
H 29.06768 2.65101 -12.85215  0.2615
C 20.86130 -0.34223 -18.43133  -1.9508
C 19.91260 0.02832 -17.25530  2.3152
C 18.73087 0.82536 -17.96790  -2.1198
C 17.47499 1.06087 -17.00830  0.8984
C 16.89260 -0.33039 -16.54591  -1.1739
C 17.93519 -1.22292 -15.95169  2.4712
N 19.30395 -1.22265 -16.74820  -0.1024
O 20.25073 -1.98618 -16.10498  -0.2339
C 18.16773 -0.88236 -14.45077  -1.5917
C 17.38303 -2.63263 -16.02617  -2.2466
C 20.61614 0.89732 -16.26872  -0.9030
H 21.61292 -0.88997 -17.86287  0.4123
H 21.08564 0.58255 -18.96289  0.4131
H 20.48560 -1.02775 -19.19095  0.4124
H 19.09803 1.82938 -18.18057  0.5299
H 18.46197 0.34861 -18.91050  0.4435
H 16.64893 1.64069 -17.42006  0.6497
H 17.82183 1.67471 -16.17704  -0.9185
H 16.39157 -0.81166 -17.38582  0.4455
H 16.11764 -0.15028 -15.80086  0.0256
H 19.00387 -1.40498 -13.98619  0.3607
H 18.48620 0.14253 -14.26037  -0.0938
H 17.24179 -0.95215 -13.87992  0.3380
H 17.92696 -3.30454 -15.36226  0.3974
H 16.39197 -2.67378 -15.57428  0.3953
H 17.28636 -3.16370 -16.97313  0.4598
H 21.21812 0.24924 -15.63176  -0.2547
H 19.91804 1.37001 -15.57784  -0.6247
H 21.29956 1.57261 -16.78352  0.5613
H 20.39453 -2.61000 -16.82036  0.3922
C 19.39676 -0.68080 -11.15516  0.4599
C 19.36792 -1.79237 -10.10415  2.2120
C 18.55351 -3.01471 -10.59659  -0.3968
C 18.79336 -4.30989 -9.82241  -1.1118
C 20.27947 -4.62011 -9.90636  -1.3624
C 21.11954 -3.56838 -9.35991  1.4431
N 20.79362 -2.22623 -9.93070  -0.2730
O 21.70505 -1.22223 -9.62508  1.0529
C 20.97567 -3.55685 -7.80560  -1.7782
C 22.56457 -3.90111 -9.83621  -1.7126
C 18.80009 -1.23444 -8.78388  -1.8985
H 19.96401 0.19540 -10.84115  0.1572
H 18.36352 -0.42164 -11.38616  -0.8032
H 19.90593 -1.04581 -12.04713  -0.5361
H 17.46635 -2.95052 -10.55120  -0.1014
H 18.73104 -3.09262 -11.66921  0.3896
H 18.18907 -5.14744 -10.17090  0.5493
H 18.59619 -4.15373 -8.76182  0.2998
H 20.61621 -5.00328 -10.86962  0.4157
H 20.28885 -5.53736 -9.31758  0.4255
H 21.55195 -4.41753 -7.46614  0.5628
H 21.45089 -2.66024 -7.40768  0.0410
H 19.98828 -3.69194 -7.36411  0.4014
H 23.22278 -3.28805 -9.22057  0.2436
H 22.72525 -4.96233 -9.64616  0.5535
H 22.67290 -3.67280 -10.89651  0.1270
H 18.80295 -2.01555 -8.02365  0.2911
H 17.79375 -0.81676 -8.75365  0.4240
H 19.45644 -0.43552 -8.43888  -0.0368
H 22.29983 -1.24179 -10.37836  -0.1747
C 19.99205 6.73360 -18.77644  -2.0020
C 21.29461 7.12995 -18.09924  1.9267
C 21.84801 8.37250 -18.91994  -1.4622
C 22.78418 9.32334 -18.09663  -0.7876
C 22.16036 9.58917 -16.69312  -1.3366
C 21.84652 8.35421 -15.87394  1.6149
N 21.01877 7.43923 -16.71393  -0.1166
O 20.55479 6.38154 -16.03386  1.1412
C 23.14073 7.63862 -15.31108  -1.5039
C 20.92379 8.89849 -14.75305  -1.6130
C 22.29294 6.01932 -18.26825  -1.7812
H 20.14674 6.49964 -19.82973  0.4936
H 19.22731 7.51009 -18.75823  0.3930
H 19.58831 5.87039 -18.24732  0.1965
H 22.45507 8.08150 -19.77720  0.3440
H 21.04602 8.91925 -19.41589  0.4896
H 23.05901 10.19327 -18.69312  0.4739
H 23.71190 8.76232 -17.98397  0.2985
H 21.32777 10.28283 -16.81034  0.4095
H 22.86948 10.24694 -16.19053  0.5030
H 23.58768 8.38107 -14.64995  0.3485
H 22.89439 6.74379 -14.73949  0.0788
H 23.96848 7.36348 -15.96471  0.4154
H 20.50421 8.10199 -14.13853  -0.2699
H 21.46594 9.44969 -13.98470  0.4388
H 20.06771 9.40437 -15.19950  0.5138
H 22.02520 5.11225 -17.72635  0.1183
H 23.29500 6.30031 -17.94416  0.3581
H 22.29193 5.74187 -19.32234  0.5446
H 19.63733 6.65499 -15.96248  -0.1820
C 21.01853 4.52064 -4.37502  -2.3513
C 21.73260 3.97331 -3.14543  2.3112
C 22.68187 5.15055 -2.83261  -1.1715
C 23.12864 5.25771 -1.29548  -0.9776
C 21.86159 5.25392 -0.50804  -1.1330
C 20.95190 3.98696 -0.66243  1.3373
N 20.69006 3.79611 -2.09394  0.4842
O 19.74936 2.85493 -2.44339  -0.4874
C 21.61929 2.72099 -0.04050  -1.5378
C 19.63862 4.20594 0.17921  -1.9851
C 22.54737 2.73339 -3.43888  -1.7746
H 20.53597 5.45607 -4.09181  0.6349
H 20.21842 3.91339 -4.79829  0.4528
H 21.75090 4.80332 -5.13122  0.3928
H 23.61839 4.99746 -3.36888  0.1042
H 22.38035 6.15391 -3.13335  0.4104
H 23.79687 6.11861 -1.27489  0.4949
H 23.76763 4.40887 -1.05204  0.3359
H 21.30575 6.14012 -0.81427  0.3579
H 22.08503 5.40290 0.54836  0.5362
H 22.36931 2.25144 -0.67697  0.2752
H 22.02647 2.81364 0.96634  0.3673
H 20.89477 1.92107 0.11217  0.3936
H 19.95562 4.45849 1.19106  0.4201
H 19.08529 5.07665 -0.17265  0.4235
H 18.93770 3.37121 0.18422  0.4018
H 23.22301 2.80117 -4.29153  0.2628
H 21.91550 1.85481 -3.56904  0.4834
H 23.07350 2.38881 -2.54863  0.1936
H 18.93747 3.36010 -2.52848  0.3496
C 17.06670 8.72433 -14.64026  -1.9467
C 16.76468 7.27047 -14.19461  2.3326
C 15.48835 7.32294 -13.36235  -1.6588
C 14.89529 5.98692 -13.00332  0.3730
C 14.54685 5.25035 -14.32581  -1.5648
C 15.73903 5.20379 -15.32498  2.0210
N 16.45790 6.50413 -15.42986  -0.3196
O 17.56452 6.46470 -16.28605  -0.1121
C 16.63412 4.05424 -14.88989  -0.9161
C 15.07080 4.81491 -16.66251  -2.2471
C 17.91704 6.72233 -13.37239  -0.2752
H 17.85932 8.73552 -15.38841  0.1657
H 17.38826 9.35356 -13.81033  0.3587
H 16.19984 9.18201 -15.11688  0.5295
H 15.66367 7.83477 -12.41610  0.3667
H 14.76153 7.87831 -13.95514  0.3992
H 13.99089 6.10236 -12.40596  0.5345
H 15.48136 5.31504 -12.37627  -0.4064
H 13.66928 5.64676 -14.83652  0.4640
H 14.29800 4.23222 -14.02650  0.4105
H 16.22546 3.15498 -15.35079  0.6224
H 17.67710 4.24736 -15.14087  -0.0209
H 16.67261 3.89189 -13.81274  -0.2925
H 15.71853 4.57652 -17.50614  0.2155
H 14.37931 3.98727 -16.50457  0.4332
H 14.41903 5.63152 -16.97307  0.6027
H 18.80699 6.84154 -13.99035  -0.9065
H 17.67017 5.70345 -13.07399  -0.4274
H 18.07912 7.28259 -12.45155  0.7520
H 17.19304 6.93438 -17.03639  0.3149
C 24.21599 10.42968 -6.80037  -2.1181
C 23.54976 9.48273 -7.85076  2.2888
C 22.15064 9.98117 -8.24847  -1.8963
C 21.54313 9.36780 -9.47998  -0.0946
C 22.45532 9.56084 -10.71001  -0.8509
C 23.92571 9.06656 -10.41553  1.6479
N 24.41305 9.45224 -9.03435  0.2653
O 25.68556 9.09470 -8.72017  -0.4104
C 24.00176 7.56166 -10.63572  0.2334
C 24.90926 9.74687 -11.41974  -1.8899
C 23.33103 8.13986 -7.16083  -1.8898
H 23.57932 10.77720 -5.98675  0.3785
H 24.65971 11.34614 -7.18934  0.4840
H 25.14939 10.00771 -6.42781  0.3857
H 21.43967 9.73562 -7.45958  0.6051
H 22.02008 11.06311 -8.27027  0.2443
H 20.52612 9.72264 -9.64695  0.6684
H 21.36920 8.29777 -9.36645  -0.2504
H 22.42417 10.62510 -10.94339  0.4565
H 21.92030 9.00158 -11.47753  -0.0211
H 23.58107 7.14918 -11.55277  0.1893
H 25.03849 7.22700 -10.59955  -0.4242
H 23.47859 6.96218 -9.89073  -0.2143
H 24.63220 9.57319 -12.45953  0.0831
H 24.83494 10.83427 -11.40801  0.5016
H 25.95265 9.46729 -11.27392  0.3794
H 22.97902 7.39505 -7.87459  0.1265
H 22.63974 8.16861 -6.31858  0.5263
H 24.26067 7.70192 -6.79740  0.2686
H 26.02181 9.99346 -8.69241  0.3936
C 20.74674 5.30104 -11.24629  -0.6678
C 20.46812 3.84644 -11.04517  2.2370
C 19.38320 3.25168 -11.92177  0.6912
C 19.89701 3.02181 -13.32025  0.8562
C 21.18883 2.14957 -13.37661  -0.2940
C 22.28530 2.66211 -12.39441  1.8638
N 21.67034 2.96559 -11.05974  1.1185
O 22.65632 3.32209 -10.17920  1.0813
C 23.32921 1.52835 -12.26367  -1.0164
C 23.01644 3.86827 -13.08972  -0.2209
C 19.87659 3.69800 -9.62522  -1.7211
H 19.89166 5.92973 -10.99789  0.1321
H 21.09325 5.50413 -12.25959  -0.5158
H 21.53736 5.62279 -10.56843  0.3423
H 18.93274 2.31691 -11.58802  -0.8914
H 18.52431 3.91699 -12.00999  -0.4013
H 20.10419 3.92050 -13.90121  -1.1071
H 19.10524 2.50629 -13.86380  -0.1084
H 21.61163 2.27075 -14.37394  0.4882
H 20.94017 1.10303 -13.20047  0.0460
H 22.97286 0.64938 -11.72651  -0.8188
H 23.97025 1.16025 -13.06471  0.2130
H 24.08329 1.86205 -11.55086  0.1020
H 23.81078 3.51101 -13.74508  -0.6032
H 22.31182 4.40161 -13.72782  -0.2199
H 23.48149 4.61246 -12.44319  -0.2685
H 19.86478 2.73280 -9.11890  -0.1599
H 18.89219 4.16468 -9.58981  -0.2346
H 20.53810 4.29834 -9.00064  0.5492
H 22.53663 2.62528 -9.52979  -0.0679

Forces on atoms 1 to 2 (eV/Å):
-0.4754 1.1594 -0.0354
0.2118 -0.4635 1.1382